Entry from the OMol25 dataset: one molecule with the formula C14H7ClF6N4O4S at a distorted geometry (ωB97M-V with the def2-TZVPD basis set).

Properties
* charge: 0
* energy: -68438.953 eV
* E_HOMO: -9.51 eV
* lowest unoccupied orbital energy: -1.68 eV
* ΔE to the lowest compared entry with this formula, charge and spin: 0.337 eV
* SMILES string: CSc1c(C(F)(F)F)cc([N+](=O)[O-])c(Nc2ncc(C(F)(F)F)cc2Cl)c1[N+](=O)[O-]
* frontier orbital gap: 7.835 eV

CARTESIAN COORDINATES (ANGSTROEM)
O -0.98729 2.23366 -1.81113
O 2.11286 -0.55747 2.32284
O -2.48139 0.65912 -1.95735
O 2.01149 1.66292 2.51014
F 2.99008 -1.13448 -5.91768
F 2.40920 -3.10424 -5.16854
F 0.91331 -1.75978 -6.11004
F -3.26400 0.33592 4.17228
F -4.43649 -0.36411 2.45205
F -3.06708 -1.74872 3.41941
Cl 0.78271 -2.20609 -0.16626
N 1.71070 0.81514 -2.66182
S -0.32836 -0.36651 4.27884
C 1.92823 0.15741 -3.80785
C 1.35262 0.15461 -1.54956
C 1.36663 -1.92244 -2.78963
C -2.30715 0.37593 0.81414
C 1.16535 -1.25701 -1.58181
C -0.74580 0.07587 2.60436
C 0.01046 0.77337 0.39526
C -1.30379 0.80423 -0.07540
C 0.26632 0.47356 1.72341
C 1.78003 -1.22687 -3.95028
C -2.09859 0.00879 2.16569
N 1.06305 1.02468 -0.48423
N -1.61805 1.29096 -1.35531
N 1.54275 0.54091 2.20200
C -0.19122 1.34247 4.99939
C 2.01807 -1.82390 -5.31412
C -3.22621 -0.43211 3.05105
H 2.17546 0.73156 -4.70018
H 1.23607 -2.99896 -2.79726
H -3.31351 0.40645 0.43582
H 1.04094 1.98047 -0.82837
H -0.89525 2.05177 4.51819
H 0.83773 1.71854 4.91097
H -0.44989 1.28439 6.05097